No. 1
79
Properties=species:S:1:pos:R:3:forces:R:3:mulliken_charge:R:1 method="wB97M-V/def2-TZVPD" homo_energy_ev=-3.11 charge=-2 fmax_ev_per_a=7.430 de_lowest_kj_mol=0.0 homo_lumo_gap_ev=7.9
O 0.238633 0.728797 -0.463671 -2.24 -1.85 -0.26 -0.06
H 0.505633 1.674797 -0.316671 0.04 0.24 0.75 0.30
H -0.709367 0.895797 -0.862671 0.77 1.19 -0.59 -0.14
H -0.579367 0.380797 0.282329 1.38 1.36 2.03 0.68
P -2.415367 1.946797 0.743329 -3.25 1.28 4.28 0.76
O -1.647367 3.213797 0.830329 1.30 2.41 0.78 -0.96
O -1.558367 0.762797 1.385329 1.90 -0.29 1.77 -1.02
O -2.190367 1.416797 -0.598671 0.60 -1.93 -6.46 -1.13
O -3.853367 2.018797 1.191329 1.29 -0.49 -0.05 -1.06
N -2.845367 2.979797 -2.406671 1.16 -0.50 1.96 0.22
C -2.670367 4.325797 -2.475671 0.90 -2.13 0.21 -0.35
C -3.081367 4.660797 -3.706671 -2.33 -0.43 -1.00 -0.81
C -3.838367 3.458797 -4.279671 1.04 2.47 -1.56 -0.75
C -3.494367 2.424797 -3.460671 -0.03 0.10 1.28 -0.04
H -2.369367 2.462797 -1.609671 -1.28 -0.12 -0.87 0.49
H -2.167367 4.789797 -1.618671 -0.23 0.10 -0.73 0.46
H -2.888367 5.666797 -3.969671 -0.69 0.87 -1.23 0.42
H -4.469367 3.462797 -5.216671 1.08 -0.12 1.23 0.30
H -3.658367 1.339797 -3.385671 -0.23 0.75 -0.51 0.21
N 0.680633 -2.692203 -1.584671 2.61 0.66 1.01 0.32
C 1.305633 -3.558203 -2.488671 -4.69 1.47 -1.38 -0.19
C 2.420633 -4.039203 -2.015671 4.63 -2.71 0.79 -0.64
C 2.658633 -3.272203 -0.722671 4.02 -2.86 -0.72 0.21
C 1.663633 -2.431203 -0.551671 -3.82 0.58 -0.70 -0.89
H -0.174367 -2.147203 -1.712671 0.69 -0.37 -0.42 0.29
H 0.766633 -3.673203 -3.439671 0.43 -0.41 0.56 0.33
H 3.089633 -5.023203 -2.618671 -2.04 3.60 2.25 0.08
H 3.609633 -3.383203 -0.077671 -1.92 0.33 -1.12 0.26
H 1.419633 -1.717203 0.238329 0.26 -0.42 -0.35 0.25
N 3.416633 -0.738203 2.502329 -2.03 2.54 -2.55 0.19
C 4.475633 -1.496203 2.980329 -0.72 2.17 -4.70 -0.44
C 5.382633 -1.598203 1.900329 0.31 0.62 1.03 -0.66
C 4.884633 -0.721203 0.747329 0.16 -2.65 1.11 -0.77
C 3.603633 -0.319203 1.179329 5.35 -3.17 2.56 -0.63
H 2.541633 -0.182203 2.829329 2.18 -2.12 1.03 0.40
H 4.310633 -1.894203 3.901329 0.37 -1.25 2.42 0.56
H 6.364633 -2.161203 2.145329 -1.66 1.09 -1.23 0.22
H 5.346633 -0.800203 -0.306671 -1.02 0.56 2.00 0.25
H 2.924633 0.271797 0.760329 -2.68 2.26 -1.82 0.93
N -0.036367 0.131797 3.331329 -4.40 -1.77 -4.39 0.26
C 0.644633 1.043797 3.878329 5.40 0.47 5.09 -0.34
C 1.549633 0.399797 4.802329 -1.25 -1.91 -0.29 -1.12
C 1.244633 -1.097203 4.723329 0.21 1.11 0.30 -0.29
C 0.262633 -1.170203 3.722329 0.46 -0.99 0.42 -0.19
H -0.775367 0.702797 2.565329 0.38 -2.74 0.21 0.40
H 0.583633 2.111797 3.727329 -0.42 -0.14 -0.28 0.60
H 2.243633 0.882797 5.462329 0.19 0.08 0.16 0.32
H 1.633633 -2.081203 5.325329 -0.74 2.99 -1.64 0.28
H -0.087367 -2.177203 3.263329 0.02 2.46 0.62 0.08
N -1.877367 -0.483203 -2.162671 0.75 0.69 0.39 1.40
C -2.467367 -1.690203 -2.138671 -1.21 -4.24 -0.33 -0.60
C -2.059367 -2.380203 -3.298671 1.62 1.97 -1.79 -0.59
C -1.177367 -1.435203 -4.080671 -0.88 0.35 1.35 -0.80
C -1.095367 -0.290203 -3.249671 -0.63 -2.87 -2.28 -0.62
H -1.923367 0.280797 -1.459671 -1.60 -0.53 0.09 0.29
H -3.125367 -2.297203 -1.316671 1.82 2.59 -1.79 0.26
H -2.187367 -3.387203 -3.701671 -0.55 0.29 0.76 0.36
H -0.740367 -1.472203 -5.136671 -0.67 -0.34 1.89 0.26
H -0.569367 0.593797 -3.496671 0.19 0.89 0.34 0.54
N 0.799633 3.304797 0.063329 0.86 1.35 0.55 -0.28
C 1.256633 3.665797 -1.219671 -1.13 -1.19 2.67 -0.61
C 2.550633 3.477797 -1.325671 4.67 -1.47 2.41 -0.62
C 3.038633 3.055797 0.092329 -2.58 1.51 -1.23 -0.36
C 1.917633 3.084797 0.926329 0.34 0.20 -5.60 -0.65
H -0.232367 3.462797 0.392329 0.25 -0.47 0.07 0.46
H 0.566633 3.887797 -1.942671 -1.66 0.58 -1.62 0.60
H 3.241633 3.450797 -2.193671 -0.91 0.36 0.66 0.31
H 4.026633 2.906797 0.453329 0.68 -0.26 -0.13 0.60
H 1.808633 2.726797 1.880329 -0.36 -0.47 2.17 0.41
N -2.412367 -1.549203 1.668329 -0.19 3.40 1.15 0.34
C -3.256367 -2.031203 2.662329 1.67 -1.12 -1.36 -0.71
C -3.200367 -3.379203 2.562329 2.73 -0.10 -4.29 -0.83
C -2.321367 -3.743203 1.377329 -0.35 1.91 1.37 -0.69
C -1.791367 -2.490203 0.934329 -3.15 -3.16 2.57 -0.77
H -2.164367 -0.453203 1.584329 -0.41 -1.78 0.01 0.37
H -3.782367 -1.582203 3.490329 0.25 1.09 -0.56 0.38
H -3.794367 -3.974203 3.108329 -1.77 -2.46 1.85 0.60
H -2.123367 -4.699203 0.888329 -0.09 0.25 0.53 0.40
H -1.168367 -2.343203 0.111329 0.81 0.61 -0.81 0.97

---

No. 2
53
Properties=species:S:1:pos:R:3:forces:R:3:mulliken_charge:R:1 method="wB97M-V/def2-TZVPD" homo_energy_ev="-7.12 / -8.05" fmax_ev_per_a=1.365 de_lowest_kj_mol=23.0 homo_lumo_gap_ev="7.4 / 7.2" multiplicity=3
Pd -0.602017 0.189384 -0.165777 -0.11 -0.80 1.10 -0.20
Br 0.586221 2.730858 1.838723 0.00 -0.07 0.25 -0.13
C 0.111157 1.158254 2.807825 -0.24 -0.06 -0.46 0.06
C 0.423696 1.013236 4.141475 0.03 0.04 0.15 -0.72
C 0.062896 -0.183180 4.752086 0.01 0.07 -0.10 -0.29
C -0.578504 -1.160311 4.012830 -0.06 -0.07 0.09 -0.65
C -0.848754 -0.919348 2.676507 -0.05 -0.01 -0.25 0.36
N -0.516301 0.235190 2.092816 0.51 0.24 0.23 0.29
C -1.497173 -1.979586 1.776604 0.03 -0.04 0.23 0.39
O -1.978508 -2.958608 2.328717 0.07 0.11 -0.06 -0.72
O -1.448408 -1.736276 0.526628 0.10 0.34 -0.28 -0.32
H 0.928374 1.799227 4.683193 0.02 0.01 -0.04 0.45
H 0.294882 -0.343216 5.796636 0.00 0.00 0.01 0.42
H -0.875907 -2.111633 4.430551 -0.01 0.01 -0.02 0.51
C 1.976928 0.455118 -7.055865 0.02 -0.03 0.00 -0.45
C 1.320543 -0.582684 -6.407834 -0.03 -0.05 0.00 -0.72
C 0.899090 -0.433592 -5.095895 0.03 0.07 -0.04 0.04
C 1.129460 0.759695 -4.413149 0.03 0.09 0.12 0.25
C 1.782311 1.796789 -5.075476 -0.03 0.03 0.08 -0.33
C 2.207090 1.647560 -6.388427 0.02 0.00 -0.07 -0.60
P 0.658204 1.032422 -2.647855 0.10 -0.29 -0.35 0.08
C -0.873402 -0.003122 -2.555139 0.19 -0.03 -0.38 -0.69
C -2.076750 0.636659 -2.896445 -0.02 -0.10 -0.07 -0.50
C -3.250613 -0.081096 -3.017206 0.00 0.17 -0.02 -0.73
C -3.254902 -1.450776 -2.781413 0.07 -0.11 0.04 -0.50
C -2.078404 -2.101870 -2.448440 -0.10 -0.05 0.01 -0.89
C -0.889618 -1.393951 -2.353643 -0.03 0.12 -0.12 1.04
C 1.824306 -0.056880 -1.752289 0.07 0.08 0.15 0.46
C 3.035913 -0.535058 -2.236997 -0.09 0.06 -0.03 -0.50
C 3.839825 -1.308172 -1.407645 0.09 -0.03 -0.02 -0.63
C 3.436144 -1.595615 -0.113051 -0.03 -0.01 0.08 -0.70
C 2.219091 -1.117550 0.369719 0.00 0.12 0.00 -0.30
C 1.415885 -0.333305 -0.441057 -0.42 -0.05 -0.37 0.30
H 2.305757 0.327554 -8.079441 -0.01 0.03 0.00 0.38
H 1.133461 -1.513249 -6.929304 0.01 0.00 0.01 0.41
H 0.382695 -1.248615 -4.608027 -0.01 -0.04 0.04 0.34
H 1.954536 2.731190 -4.552853 0.01 0.00 -0.02 0.35
H 2.709279 2.462124 -6.894906 0.01 0.01 0.03 0.40
H -2.067977 1.704676 -3.085132 -0.01 0.01 0.04 0.51
H -4.167015 0.429927 -3.285131 0.00 -0.03 0.01 0.41
H -4.177831 -2.011655 -2.851473 -0.01 0.02 0.00 0.39
H -2.082016 -3.162952 -2.240177 0.00 0.00 -0.01 0.46
H 0.027028 -1.918517 -2.118874 0.02 0.04 0.06 0.55
H 3.341721 -0.320550 -3.255073 0.03 -0.01 0.01 0.41
H 4.781137 -1.694623 -1.778435 -0.01 0.00 0.00 0.37
H 4.060015 -2.211092 0.524420 0.02 0.02 -0.01 0.38
H 1.910384 -1.360886 1.381570 -0.01 -0.05 -0.01 0.39
C -2.920171 3.997238 0.113564 0.01 0.20 -0.05 -0.98
C -2.697164 2.566362 0.101022 -0.10 -0.23 0.06 0.60
N -2.527945 1.431763 0.087112 -0.10 0.25 -0.03 -0.37
H -3.878640 4.220188 0.578631 0.00 0.00 0.00 0.34
H -2.917036 4.371939 -0.909434 -0.02 0.02 0.03 0.29
H -2.122580 4.483824 0.673776 -0.01 -0.02 0.01 0.25

---

No. 3
28
Properties=species:S:1:pos:R:3:forces:R:3:mulliken_charge:R:1 method="wB97M-V/def2-TZVPD" homo_energy_ev=-9.01 fmax_ev_per_a=4.600 de_lowest_kj_mol=262.2 homo_lumo_gap_ev=9.8 smiles=CC[Si@@H](NC)C(C)(C)C
C -0.292470 2.940670 -1.344839 -2.46 0.70 0.95 -1.05
C -1.036329 1.734965 -0.567391 4.08 -0.41 0.58 -0.79
Si 0.482447 0.408924 0.204410 -2.63 0.79 -0.89 0.23
N 0.439686 0.264744 1.935108 -0.72 1.67 0.41 -0.20
C -0.055509 1.358288 2.836448 1.01 -1.37 0.96 -0.71
C 0.226365 -1.426652 -0.442879 -1.52 0.06 -0.98 1.59
C 1.514641 -2.214678 -0.364736 1.78 3.56 2.31 -1.88
C -0.932583 -2.150838 0.386563 1.05 0.26 0.18 -1.50
C -0.169127 -1.427035 -1.967441 1.05 1.25 1.05 -1.79
H 0.597890 2.671370 -1.875643 0.57 -0.29 -0.03 0.32
H -1.027163 3.278403 -2.113762 0.56 -0.07 0.34 0.33
H -0.111772 3.891460 -0.707385 -0.11 -1.85 -0.72 0.25
H -1.460803 1.007311 -1.234282 -0.81 0.22 -0.43 0.30
H -1.676443 2.129010 0.195829 -0.66 -0.08 0.13 0.51
H 1.526066 1.197775 -0.488832 0.75 -0.55 0.19 -0.21
H 1.211085 -0.115928 2.395022 1.44 -1.28 0.41 0.21
H -0.701529 1.876200 2.139444 -0.21 1.10 0.98 0.21
H -0.539801 0.940957 3.758230 -0.61 -0.05 -1.25 0.27
H 0.766981 1.876126 3.432901 -0.64 0.29 -1.78 0.23
H 1.773044 -2.298746 0.686272 -0.01 -0.55 0.46 0.44
H 1.447415 -3.136902 -0.771321 -0.26 -3.05 -1.39 0.52
H 2.450552 -1.699097 -0.725368 -1.12 -0.26 -0.36 0.35
H -0.950238 -1.819791 1.449869 0.45 -0.73 -0.57 0.35
H -0.930685 -3.254227 0.242768 0.50 0.56 0.42 0.37
H -1.913347 -1.894553 0.052981 -0.69 0.66 -0.69 0.39
H -1.134721 -1.023483 -2.172178 -0.91 0.06 0.00 0.39
H 0.522145 -0.756683 -2.464776 0.30 0.30 -0.33 0.43
H -0.025797 -2.357591 -2.475013 -0.16 -0.94 0.04 0.43

---

No. 4
47
Properties=species:S:1:pos:R:3:forces:R:3:mulliken_charge:R:1 method="wB97M-V/def2-TZVPD" homo_energy_ev="-19.73 / -21.23" charge=+4 fmax_ev_per_a=8.673 de_lowest_kj_mol=176.5 homo_lumo_gap_ev="5.6 / 5.2" multiplicity=10
I -0.603481 -4.010153 -1.835216 0.03 0.50 -1.23 0.38
I -0.482415 -2.217022 -3.798239 -0.08 -1.07 0.71 0.47
Ru 0.720460 1.105482 -0.977462 -0.22 -4.40 -0.13 0.31
Pm 0.318330 -0.430869 1.536097 -1.59 -2.45 -0.10 1.26
S 1.869675 -1.009669 -0.903509 -0.24 1.32 0.63 0.08
S -1.092387 -0.434042 -0.759673 -0.79 -0.48 0.23 -0.22
C 2.045207 1.109493 2.134571 5.94 5.12 1.19 0.27
C 3.708130 -1.113541 -1.115049 0.64 -0.31 -0.32 1.10
C -3.091722 -0.232673 -0.700536 -0.41 0.65 0.28 1.51
C 3.953251 -0.813065 -2.590045 -0.26 0.16 -0.11 -1.31
C 4.479012 -0.167007 -0.197062 -0.31 0.32 0.11 -1.31
C 4.037718 -2.579911 -0.852570 -0.21 -0.11 0.18 -1.46
C -3.624787 -0.492297 -2.093775 0.53 -0.02 -0.46 -1.59
C -3.326268 1.192355 -0.231416 0.01 0.27 -0.07 -1.11
C -3.646759 -1.267662 0.259197 0.45 -0.34 0.27 -1.33
C 2.021906 1.958532 -1.951891 5.89 4.51 -4.17 0.25
C -0.281610 2.643323 -0.805980 -4.66 7.31 -0.35 0.31
O 2.900542 1.870177 2.321734 -4.14 -3.53 -0.78 -0.06
O 2.796531 2.551275 -2.604892 -3.69 -2.87 2.98 -0.18
O -0.925278 3.628595 -0.838928 3.10 -4.73 0.44 -0.22
H 3.751990 0.233233 -2.828699 0.20 -0.15 -0.07 0.29
H 3.303823 -1.444917 -3.207687 0.30 0.06 -0.07 0.40
H 4.999341 -1.041067 -2.814620 -0.13 0.06 -0.08 0.45
H 4.358928 0.878229 -0.512983 0.11 -0.20 0.06 0.27
H 5.549443 -0.424715 -0.251554 -0.36 0.10 -0.01 0.44
H 4.173021 -0.243188 0.856615 0.17 -0.18 -0.20 0.27
H 3.827410 -2.864594 0.181674 0.07 -0.06 -0.06 0.38
H 5.100715 -2.744675 -1.044254 -0.09 0.01 0.02 0.47
H 3.464037 -3.218224 -1.532284 0.16 -0.06 0.14 0.38
H -4.710821 -0.323875 -2.115478 0.25 0.02 0.15 0.48
H -3.449661 -1.524368 -2.419377 -0.09 0.12 0.13 0.35
H -3.163222 0.179254 -2.819629 -0.16 0.05 -0.06 0.39
H -4.388838 1.345354 0.001836 0.20 -0.09 -0.08 0.52
H -3.056411 1.914866 -1.008124 -0.10 -0.10 0.09 0.31
H -2.733779 1.418794 0.662609 -0.28 -0.06 -0.10 -0.01
H -4.738205 -1.161216 0.337065 0.25 0.13 -0.20 0.48
H -3.248781 -1.147942 1.271700 -0.01 -0.04 -0.01 0.19
H -3.453806 -2.286063 -0.096554 -0.01 0.13 0.14 0.35
N -2.843766 0.165180 4.646724 2.06 1.42 -0.88 -0.30
N -1.875577 0.951881 4.075738 -2.44 -0.64 3.01 0.67
N -2.086947 2.309561 3.930495 0.80 1.24 -1.27 -0.52
C -1.377017 2.567461 2.849711 -1.54 0.51 1.76 -0.13
N -0.859234 1.456560 2.263481 0.31 -0.54 -0.06 -0.21
N -1.289999 0.408487 2.999711 1.38 -1.61 -2.12 -0.23
H -2.539307 -0.799111 4.645884 -0.40 -0.53 0.08 0.30
H -3.231540 0.550677 5.500021 -0.58 0.31 0.32 0.36
H -1.257862 3.553108 2.432636 -0.05 0.21 0.09 0.48

---

No. 5
41
Properties=species:S:1:pos:R:3:forces:R:3:mulliken_charge:R:1 method="wB97M-V/def2-TZVPD" homo_energy_ev=-8.93 fmax_ev_per_a=3.049 homo_lumo_gap_ev=6.9
Cl 1.180284 3.382334 1.046883 0.14 -0.10 -0.38 -0.29
B -0.160192 2.185273 1.246740 0.23 -1.33 0.45 0.72
Cl -0.960691 2.570120 2.939859 -0.26 -0.15 -0.07 -0.33
Cl -1.450100 2.165027 -0.078758 0.29 0.01 0.29 -0.31
O 0.475629 0.745892 1.340871 -0.73 0.53 0.35 -0.62
C -0.194487 -0.263111 1.899516 0.13 -0.14 0.55 -0.28
C 0.275313 -1.656536 1.606366 -0.79 -0.13 -0.98 0.32
C -0.624647 -2.723738 1.726055 -0.11 -0.07 -0.21 -0.41
C -0.162507 -4.031462 1.632880 0.45 -0.38 0.05 -0.59
C 1.218342 -4.266895 1.466008 -0.57 -0.18 0.07 -0.55
C 2.105231 -3.192189 1.369169 -0.29 -0.07 0.02 -0.56
C 1.627006 -1.887631 1.401609 0.21 -0.25 -0.14 -0.61
H -1.262782 -0.087326 2.124224 0.24 -0.24 -1.06 0.69
H -1.696255 -2.540977 1.902850 0.56 0.03 -0.15 0.49
H -0.872302 -4.876201 1.735379 0.57 0.60 -0.18 0.45
H 1.583697 -5.297807 1.408310 -0.10 0.43 0.07 0.41
H 3.173881 -3.365127 1.302376 -0.11 -0.05 -0.17 0.42
H 2.301077 -1.037747 1.315202 -0.12 -0.16 0.03 0.45
C -2.179125 -4.798164 5.190509 -0.18 -0.03 -0.18 -0.92
Si -0.836529 -3.702901 5.824759 0.41 -0.12 -0.77 0.13
C -1.240981 -2.873400 7.399584 0.01 0.21 0.05 -1.00
C 0.788495 -4.608833 5.815021 -0.11 0.38 -0.01 -0.97
O -0.634665 -2.512365 4.617879 0.30 2.53 -0.91 -0.12
C -0.795650 -1.205941 4.299407 1.86 -2.35 0.55 0.70
C 0.239514 -0.494235 3.596367 -0.28 1.32 2.02 -0.61
C -2.067693 -0.623107 4.589316 -2.15 -0.10 -0.58 -0.25
C -3.219074 -1.364344 4.510555 1.00 0.67 -0.67 -0.71
H -2.353204 -5.637650 5.877195 -0.02 0.12 -0.27 0.44
H -3.107521 -4.222809 5.084717 0.09 -0.37 0.06 0.32
H -1.879029 -5.175809 4.198070 -0.20 0.01 0.37 0.21
H -1.397631 -3.688737 8.108771 -0.08 0.23 0.30 0.41
H -0.408900 -2.238767 7.725833 -0.22 -0.12 0.10 0.32
H -2.150550 -2.270567 7.295580 0.15 -0.14 0.22 0.31
H 0.722978 -5.484046 6.464669 0.14 -0.03 -0.04 0.38
H 1.027541 -4.923031 4.788130 -0.02 0.06 0.31 0.25
H 1.579083 -3.940397 6.182720 -0.06 -0.27 -0.10 0.29
H 0.060250 0.596872 3.720980 0.33 -0.53 0.55 0.28
H 1.303517 -0.791867 3.754320 -1.19 -0.05 -0.41 0.39
H -2.078470 0.475222 4.636254 -0.22 -0.52 0.11 0.36
H -4.202794 -0.891935 4.511428 0.36 0.03 0.33 0.37
H -3.235044 -2.429730 4.218213 0.32 0.73 0.44 0.03

---

Number 1: total energy -2190.4270 Eh. Number 2: total energy -4305.9689 Eh. Number 3: total energy -622.2991 Eh. Number 4: total energy -3062.5701 Eh. Number 5: total energy -2390.9868 Eh.